1.
31
Properties=species:S:1:pos:R:3:forces:R:3:nbo_charge:R:1 method="wB97M-V/def2-TZVPD" fmax_ev_per_a=2.07 spin_multiplicity=1 smiles="CC(C)(C)[C@H](NNC(=S)NN)C(N)=O" e_tot_ha=-1024.0880 homo_energy_ev=-8.60 homo_lumo_gap_ev=9.17
C -1.489 -2.154 1.853 0.6987 0.7911 0.2595 -0.614
C -1.040 -1.666 0.456 -0.0906 -0.9935 -0.1330 -0.029
C 0.328 -2.273 0.119 0.2283 0.7266 -0.2657 -0.629
C -2.061 -2.170 -0.600 0.2895 0.1014 0.2207 -0.613
C -0.961 -0.109 0.440 0.7516 0.3687 -0.2032 -0.142
N -0.329 0.298 -0.830 -0.6411 0.3604 -0.3949 -0.485
N -0.087 1.697 -1.053 0.6932 0.8686 0.0190 -0.446
C 1.202 2.154 -1.265 -0.2533 -0.9587 0.4978 0.290
S 2.488 1.071 -1.025 -0.0446 0.4200 -0.4943 -0.336
N 1.430 3.459 -1.638 0.9862 -1.7046 -0.6369 -0.467
N 2.701 3.791 -2.272 -1.0997 0.7636 0.6728 -0.648
C -0.258 0.476 1.689 0.8794 0.9610 1.5498 0.660
N 1.106 0.445 1.954 -0.0301 -0.6619 -1.7004 -0.857
O -0.920 1.031 2.541 -1.3570 0.0508 0.0795 -0.623
H -0.706 -1.906 2.610 -0.5911 -0.2594 -0.4429 0.220
H -2.389 -1.613 2.122 -0.2095 0.0575 0.2488 0.217
H -1.710 -3.224 1.913 0.1960 0.1087 -0.3200 0.216
H 0.313 -3.324 0.342 -0.0188 -0.5562 -0.1060 0.223
H 1.122 -1.833 0.732 -0.0564 -0.0465 -0.0785 0.220
H 0.580 -2.121 -0.950 -0.0525 -0.3311 0.5394 0.205
H -3.038 -1.847 -0.307 -0.8013 0.4052 0.1598 0.205
H -2.160 -3.271 -0.684 0.5996 0.5372 0.1182 0.215
H -1.843 -1.722 -1.567 0.0278 -0.2000 -0.1368 0.221
H -1.975 0.321 0.476 0.3466 -0.1899 0.1242 0.227
H 0.521 -0.254 -1.001 -0.2164 1.0235 -0.1093 0.414
H -0.875 2.318 -1.359 0.9120 -1.4419 0.3375 0.399
H 0.690 4.139 -1.494 0.7568 0.2099 -0.4003 0.397
H 3.485 3.347 -1.773 -0.9461 0.1057 -0.1459 0.390
H 2.727 3.533 -3.266 -0.4047 -0.2417 0.7688 0.361
H 1.433 1.059 2.704 -0.5020 -0.3906 -0.5763 0.407
H 1.714 0.348 1.135 -0.0507 0.1158 0.5486 0.402



2.
7
Properties=species:S:1:pos:R:3:forces:R:3:nbo_charge:R:1 method="wB97M-V/def2-TZVPD" fmax_ev_per_a=3.93 spin_multiplicity=1 e_above_lowest_kcal_mol=0.0 charge=+1 e_tot_ha=-5333.9991 homo_energy_ev=-15.39 homo_lumo_gap_ev=8.77
C -0.527 -0.411 0.000 -1.3056 3.7086 0.0100 -0.291
C -1.854 -0.030 0.002 0.0810 -0.5553 -0.0275 -0.115
N 0.269 -2.681 0.004 -0.2509 0.6069 -0.0081 0.325
N -0.117 -1.645 0.001 0.7189 -3.3217 0.0136 0.132
Br -2.293 1.770 0.001 0.2368 -0.5480 0.0063 0.338
Br -3.252 -1.264 -0.001 0.5624 0.3400 0.0082 0.306
H 0.259 0.342 0.000 -0.0427 -0.2305 -0.0024 0.305



3.
9
Properties=species:S:1:pos:R:3:forces:R:3:nbo_charge:R:1 method="wB97M-V/def2-TZVPD" fmax_ev_per_a=7.81 spin_multiplicity=1 smiles="C#[N+]S(N)(=O)=O" e_above_lowest_kcal_mol=41.4 charge=+1 e_tot_ha=-697.7141 homo_energy_ev=-17.45 homo_lumo_gap_ev=12.41
C -1.241 1.914 -0.091 4.5917 -6.2967 -0.5014 0.443
N -0.545 0.967 -0.182 -3.0997 4.8256 0.2247 -0.478
S 0.925 -0.257 0.044 -0.2790 0.7994 1.3862 2.406
N -0.061 -1.531 -0.059 1.7885 1.6047 1.0303 -1.012
O 1.652 0.104 -1.102 -0.2201 -0.6742 0.0221 -0.774
O 1.253 0.108 1.385 -0.4488 -1.0275 -1.5860 -0.779
H -1.898 2.645 0.157 -1.8179 2.2249 0.3153 0.270
H -0.064 -1.917 -0.984 -0.1447 -0.9243 -0.2512 0.457
H -0.021 -2.033 0.832 -0.3700 -0.5319 -0.6399 0.466



4.
7
Properties=species:S:1:pos:R:3:forces:R:3:nbo_charge:R:1 method="wB97M-V/def2-TZVPD" fmax_ev_per_a=3.69 spin_multiplicity=1 smiles="O=NN(O)O" e_above_lowest_kcal_mol=16.4 e_tot_ha=-336.2389 homo_energy_ev=-10.34 homo_lumo_gap_ev=9.84
O -0.923 -1.566 -0.845 -0.7026 3.0824 0.2019 -0.288
N -1.055 -0.346 -0.730 0.8477 -3.5740 -0.3452 0.221
N 0.146 0.252 -0.349 -0.3069 0.5350 0.1648 0.189
O 0.885 -0.530 0.515 0.6168 -0.0562 -0.2639 -0.548
O -0.148 1.466 0.243 -0.2066 -0.1243 0.3727 -0.527
H 1.783 -0.535 0.128 -0.5363 -0.0524 0.2332 0.492
H -0.688 1.258 1.037 0.2879 0.1895 -0.3634 0.460



5.
14
Properties=species:S:1:pos:R:3:forces:R:3:nbo_charge:R:1 method="wB97M-V/def2-TZVPD" fmax_ev_per_a=3.49 spin_multiplicity=1 smiles="[H]/N=B/C=C/C.O" e_above_lowest_kcal_mol=60.8 e_tot_ha=-273.9102 homo_energy_ev=-10.09 homo_lumo_gap_ev=10.52
H -2.292 1.757 -2.761 -0.7524 1.1876 -1.4550 0.409
N -1.993 1.083 -2.147 1.1831 -0.7372 1.1217 -0.988
B -1.253 0.678 -1.232 -0.9278 -1.2217 1.0584 0.812
C -0.745 0.037 0.082 -0.6330 2.8960 0.3833 -0.594
C 0.120 -0.908 0.291 1.0216 -3.1048 -1.2158 -0.102
C 0.533 -1.405 1.626 0.9883 -0.8076 2.4552 -0.682
H -0.909 0.644 1.000 -0.8108 -0.4085 -0.5450 0.234
H 0.585 -1.414 -0.577 -0.3552 0.1069 0.4523 0.207
H -0.280 -1.537 2.426 0.9038 0.8440 -1.3512 0.236
H 1.294 -0.651 1.960 -0.6255 -0.6016 0.3715 0.227
H 1.079 -2.406 1.744 -0.7029 1.3552 -1.0530 0.236
O 1.531 1.640 -0.989 -0.3418 -1.1855 1.2042 -0.929
H 0.586 1.436 -1.228 1.7945 0.3345 0.4677 0.464
H 1.744 1.045 -0.196 -0.7420 1.3428 -1.8942 0.469



6.
17
Properties=species:S:1:pos:R:3:forces:R:3:nbo_charge:R:1 method="wB97M-V/def2-TZVPD" fmax_ev_per_a=3.13 spin_multiplicity=1 smiles="O[C@@]1(Cl)C=CC=C2N=CC=C21" e_above_lowest_kcal_mol=0.1 e_tot_ha=-898.5827 homo_energy_ev="-9.03 / -9.03" homo_lumo_gap_ev="7.76 / 7.76"
O 0.499 0.946 2.276 -0.0425 0.3994 0.2787 -0.668
C -0.013 0.041 1.403 1.4595 -0.7667 -2.6623 0.271
Cl 0.302 -1.692 2.025 -0.0244 0.0818 0.1060 -0.115
C -1.493 0.131 1.304 -0.3023 0.1353 -0.2340 -0.153
C -2.167 -0.025 0.153 -0.0482 0.1931 0.8672 -0.227
C -1.534 -0.217 -1.120 1.0389 -0.0363 -0.4832 -0.101
C -0.184 -0.185 -1.213 -0.4930 0.0618 0.5403 0.077
N 0.601 -0.223 -2.353 0.1565 -0.1122 -0.9142 -0.422
C 1.818 -0.051 -1.948 -0.3558 -0.0435 -0.1901 0.072
C 1.937 0.096 -0.506 -0.4009 0.0289 0.3700 -0.278
C 0.669 0.011 -0.053 -1.0415 0.2176 2.3038 -0.048
H 1.465 0.942 2.249 -0.1286 -0.0988 -0.0831 0.489
H -1.998 0.311 2.241 -0.0941 -0.0279 0.0848 0.230
H -3.245 0.029 0.158 -0.0983 -0.0246 0.1394 0.224
H -2.145 -0.343 -1.999 -0.0003 -0.0041 -0.1700 0.230
H 2.633 -0.010 -2.648 0.2039 -0.0185 -0.1465 0.197
H 2.855 0.240 0.030 0.1712 0.0150 0.1932 0.221